Density functional theory data (ωB97M-V/def2-TZVPD) for a cluster of 4 separate species, C33H59N5O7S2 in total.

Computed properties:
SMILES string: CCCCN(CCCCC1=C(N(C)C(C)=O)C(=O)C(C)=C(CCO)C1=O)C(=S)SCCC.CNC(C)=O.CNC(C)=O.CNC(C)=O
Frontier orbital gap: 6.71 eV
Molecular weight: 702.00 g/mol
DFT total energy: -2889.1165 hartree
LUMO level: -1.409 eV
Highest occupied orbital energy: -8.11 eV

Structure (ORCA input):
```
! RIJCOSX wB97M-V def2-TZVPD def2/J DEFGRID3
* xyz 0 1
C 5.268 -2.809 2.856
C 4.337 -3.375 1.588
C 3.370 -2.211 0.961
C 2.972 -2.460 -0.639
N 1.712 -1.674 -0.932
C 0.645 -2.497 -1.613
C -0.255 -3.183 -0.381
C -1.677 -2.306 -0.319
C -2.742 -2.902 0.801
C -2.845 -1.913 2.102
C -4.096 -1.251 2.561
N -5.417 -1.387 1.843
C -5.403 -0.816 0.445
C -6.001 -2.777 1.919
C -5.629 -3.943 3.009
O -6.957 -3.094 1.006
C -3.990 -0.318 3.945
O -4.938 -0.296 4.898
C -2.582 0.572 4.088
C -2.530 2.091 4.749
C -1.336 -0.068 3.584
C 0.166 0.642 3.577
C 0.270 1.409 2.094
O 0.937 2.719 2.165
C -1.453 -1.622 2.978
O -0.516 -2.561 3.156
C 2.003 -0.369 -1.633
S 2.789 0.851 -0.691
S 1.647 0.063 -3.419
C 0.147 1.241 -3.300
C -1.286 0.483 -3.604
C -2.382 0.687 -2.363
H 5.360 -1.639 2.865
H 4.906 -3.217 3.901
H 6.367 -3.250 2.707
H 5.060 -3.889 0.804
H 3.640 -4.211 2.079
H 3.892 -1.170 1.074
H 2.366 -2.175 1.592
H 2.812 -3.632 -0.737
H 3.820 -2.071 -1.364
H 1.116 -3.403 -2.223
H -0.126 -1.891 -2.252
H -0.425 -4.315 -0.620
H 0.369 -3.108 0.609
H -1.370 -1.216 -0.007
H -2.180 -2.358 -1.401
H -3.762 -3.206 0.317
H -2.247 -3.917 1.189
H -6.488 -0.524 0.070
H -4.938 -1.507 -0.376
H -4.765 0.184 0.452
H -5.073 -4.816 2.434
H -5.004 -3.548 3.922
H -6.663 -4.326 3.466
H -2.552 2.945 3.948
H -3.397 2.230 5.551
H -1.519 2.218 5.369
H 0.299 1.405 4.455
H 0.950 -0.250 3.625
H -0.853 1.583 1.736
H 0.740 0.652 1.335
H 0.460 3.284 1.460
H 0.317 2.215 -3.931
H 0.081 1.603 -2.164
H -1.182 -0.670 -3.776
H -1.780 1.035 -4.535
H -1.836 0.766 -1.308
H -3.052 1.655 -2.507
H -3.131 -0.217 -2.272
C 9.077 -7.585 0.286
N 8.245 -6.451 0.613
C 7.495 -5.683 -0.228
C 7.504 -6.022 -1.693
O 6.840 -4.745 0.222
H 8.709 -8.448 0.848
H 10.097 -7.359 0.604
H 9.069 -7.814 -0.780
H 8.187 -6.160 1.582
H 6.860 -5.321 -2.233
H 8.518 -5.935 -2.091
H 7.118 -7.032 -1.845
C -0.044 6.442 -6.085
N -0.637 5.530 -5.135
C -0.354 5.389 -3.809
C 0.704 6.276 -3.213
O -0.960 4.555 -3.140
H -0.840 7.067 -6.496
H 0.400 5.852 -6.889
H 0.720 7.076 -5.633
H -1.359 4.899 -5.462
H 0.815 6.046 -2.149
H 1.662 6.099 -3.706
H 0.412 7.325 -3.310
C -4.197 6.252 1.198
N -3.901 7.512 0.559
C -3.300 7.728 -0.646
C -2.873 6.530 -1.448
O -3.123 8.877 -1.044
H -5.276 6.202 1.364
H -3.685 6.234 2.164
H -3.880 5.397 0.601
H -4.158 8.367 1.038
H -2.410 6.862 -2.383
H -2.138 5.947 -0.888
H -3.742 5.915 -1.694
*
```

Here are the Löwdin charges for atoms 1 to 5, given in e: C -0.141; C -0.245; C -0.200; C -0.185; N -0.226

***

Density functional theory data (ωB97M-V/def2-TZVPD) for a cluster of 3 separate species, C33H60BBr2F3N5O5 in total.

Computed properties:
Frontier orbital gap: 8.16 eV
Molecular weight: 834.49 g/mol
DFT total energy: -7415.7233 hartree
LUMO level: -2.434 eV
Highest occupied orbital energy: -10.60 eV

Structure (ORCA input):
```
! RIJCOSX wB97M-V def2-TZVPD def2/J DEFGRID3
* xyz 1 1
C -5.146 -4.606 1.765
C -4.735 -3.155 1.407
C -4.169 -3.131 -0.003
C -3.627 -1.767 -0.483
C -4.672 -0.676 -0.353
C -2.272 -1.468 0.250
C -1.197 -2.309 -0.443
N -0.309 -1.578 -1.404
C -0.931 -1.325 -2.731
C -0.054 -1.848 -3.897
C -0.679 -3.076 -4.524
F -1.052 -3.939 -3.532
Br 0.669 -4.032 -5.546
C -1.934 -2.727 -5.410
F -2.034 -1.392 -5.538
F -1.839 -3.229 -6.630
Br -3.598 -3.337 -4.607
C 0.279 -0.373 -0.723
C 1.305 0.295 -1.638
C 2.204 1.312 -0.910
C 3.664 1.088 -1.312
O 2.085 1.154 0.488
C -0.751 0.562 -0.101
B -1.206 1.806 -1.014
N -0.583 3.133 -0.914
O -2.240 1.596 -1.902
N -2.014 -0.036 0.409
C -2.122 0.370 1.802
O -3.383 0.048 2.324
C -3.456 0.374 3.685
C -2.793 -0.491 4.561
C -2.783 -0.267 5.934
C -2.106 -1.194 6.913
C -3.434 0.880 6.388
C -4.096 1.736 5.507
C -4.152 1.505 4.124
C -4.889 2.472 3.201
C -6.047 3.138 4.000
C -5.526 1.802 1.973
H -5.389 -5.129 0.840
H -6.004 -4.640 2.427
H -4.306 -5.154 2.185
H -5.605 -2.519 1.525
H -3.990 -2.873 2.151
H -4.980 -3.388 -0.687
H -3.412 -3.906 -0.146
H -3.455 -1.890 -1.556
H -5.157 -0.658 0.612
H -4.282 0.295 -0.630
H -5.454 -0.897 -1.085
H -2.402 -1.893 1.245
H -0.541 -2.785 0.283
H -1.688 -3.099 -1.001
H 0.485 -2.197 -1.559
H -1.132 -0.277 -2.907
H -1.883 -1.835 -2.801
H 0.972 -2.055 -3.601
H 0.003 -1.065 -4.645
H 0.882 -0.787 0.085
H 1.970 -0.510 -1.966
H 0.865 0.704 -2.548
H 1.966 2.319 -1.256
H 3.901 0.027 -1.247
H 4.359 1.597 -0.637
H 3.869 1.450 -2.318
H 2.876 1.521 0.892
H -0.228 1.014 0.740
H -1.292 3.832 -1.134
H 0.130 3.277 -1.623
H -2.159 2.174 -2.666
H -1.317 -0.108 2.386
H -1.975 1.453 1.880
H -2.298 -1.367 4.161
H -1.025 -1.107 6.860
H -2.428 -2.216 6.727
H -2.453 -0.947 7.911
H -3.424 1.107 7.445
H -4.569 2.597 5.950
H -4.231 3.298 2.932
H -5.699 3.887 4.703
H -6.817 3.513 3.337
H -6.519 2.354 4.595
H -4.865 1.855 1.115
H -6.458 2.291 1.707
H -5.750 0.767 2.211
C 6.512 -0.625 1.465
C 7.022 0.524 0.626
O 6.264 1.255 -0.005
N 8.353 0.732 0.585
C 9.405 -0.014 1.254
H 5.428 -0.655 1.391
H 6.914 -1.572 1.105
H 6.786 -0.489 2.511
H 8.620 1.516 0.006
H 9.965 0.652 1.911
H 10.091 -0.425 0.513
H 8.995 -0.827 1.843
C 6.371 2.517 -3.347
C 7.694 3.173 -3.671
O 8.440 3.577 -2.795
N 8.033 3.298 -4.982
C 7.283 2.880 -6.151
H 6.255 2.497 -2.267
H 5.544 3.085 -3.780
H 6.350 1.491 -3.719
H 8.927 3.742 -5.124
H 7.867 2.163 -6.729
H 7.073 3.744 -6.784
H 6.344 2.418 -5.864
*
```

Here are the Löwdin charges for atoms 1 to 5, given in e: C -0.093; C -0.237; C -0.183; C -0.302; C -0.047